(1)
This record from the OMol25 dataset describes an isolated molecule of C6H6N2O3S. The level of theory is wB97M-V/def2-TZVPD.

Calculated values
electronic energy = -965.516240 hartree
total charge = 0
energy above the lowest of the compared OMol25 structures with the same formula, charge and spin = 412.5 kJ/mol
HOMO-LUMO gap = 9.733 eV
2S+1 = 1
structure (SMILES) = O=C1\C=C/C=C\N=C/S(=O)(=O)N1

Element x y z (Å)
O  -0.06556  2.90282  0.25636
C  0.18101  1.74614  0.09786
C  -0.40717  1.00770  -1.07710
C  -1.34184  0.12512  -0.79033
C  -1.78313  -0.27961  0.54614
C  -1.10897  -1.33711  1.04195
N  -0.26185  -2.06595  0.23837
C  0.69600  -1.61569  -0.40429
S  1.82728  -0.17669  -0.01040
O  2.74255  -0.83492  0.85544
O  2.27581  0.33984  -1.27827
N  1.11051  1.10499  0.89289
H  -0.25824  1.33364  -2.09797
H  -2.00923  -0.15182  -1.57023
H  -2.79139  0.07607  1.06469
H  -1.59407  -1.72889  1.86570
H  1.26861  -2.20437  -1.05940
H  1.51969  1.75873  1.42858

Forces on the atoms, in the same order (eV/Å):
O -0.5 1.1 0.5
C 0.5 0.2 -1.7
C -0.3 0.2 0.8
C -1.8 1.4 0.0
C -0.7 -0.3 0.8
C -1.3 1.7 -1.1
N -0.1 -0.6 0.4
C 0.1 1.3 1.8
S 0.6 0.1 -0.2
O 0.7 0.0 0.6
O -0.2 -0.1 0.5
N -3.0 -4.1 -3.9
H 0.3 0.2 0.2
H -0.3 -0.6 -0.9
H 2.5 -0.6 -1.3
H 0.0 -1.5 1.8
H 0.7 -0.7 -1.1
H 2.8 2.1 2.8

***

(2)
This record from the OMol25 dataset describes an isolated molecule of C21H22N4O4S2. The level of theory is wB97M-V/def2-TZVPD.

Calculated values
electronic energy = -2129.771326 hartree
total charge = 0
energy above the lowest of the compared OMol25 structures with the same formula, charge and spin = 190.4 kJ/mol
HOMO-LUMO gap = 8.990 eV
2S+1 = 1
structure (SMILES) = Cc1nnc(SCC(=O)c2ccc(S(=O)(=O)N3CCOCC3)cc2)n1-c1ccccc1

Element x y z (Å)
C  -1.95319  1.25142  0.19072
C  -0.80719  1.14235  -0.73418
N  0.37849  1.64727  -0.51517
N  1.16264  1.38337  -1.56548
C  0.45563  0.72608  -2.43538
S  1.02448  0.21913  -4.00861
C  1.10737  -1.61026  -3.80746
C  2.22742  -1.90834  -2.83527
O  3.32983  -2.22128  -3.20759
C  1.88934  -1.67435  -1.40481
C  2.80313  -0.97572  -0.61751
C  2.48134  -0.62862  0.68279
C  1.25319  -0.99914  1.19175
S  0.72025  -0.54142  2.84175
O  -0.67599  -0.19066  2.72878
O  1.05170  -1.60446  3.74428
N  1.70365  0.75897  3.18834
C  2.07847  0.90280  4.58369
C  0.96560  1.60534  5.36487
O  0.64889  2.85095  4.78436
C  0.21701  2.69650  3.44689
C  1.29262  2.02002  2.59326
C  0.36634  -1.75464  0.44718
C  0.67817  -2.09146  -0.85631
N  -0.82637  0.53684  -1.96188
C  -1.87981  -0.15098  -2.59423
C  -2.23273  0.17693  -3.89808
C  -3.25187  -0.51979  -4.52203
C  -3.92114  -1.53008  -3.85129
C  -3.57197  -1.84664  -2.54864
C  -2.55043  -1.16242  -1.91475
H  -2.04664  2.28507  0.51703
H  -1.76669  0.64607  1.07984
H  -2.87571  0.93472  -0.28865
H  1.35326  -1.97973  -4.80179
H  0.12965  -1.96709  -3.49121
H  3.74344  -0.67724  -1.05398
H  3.15989  -0.05685  1.29338
H  2.25744  -0.09632  4.97902
H  2.99926  1.49280  4.62332
H  1.27805  1.81666  6.38891
H  0.07664  0.95583  5.37530
H  0.00821  3.70155  3.07795
H  -0.69881  2.09060  3.41721
H  0.92695  1.83339  1.58126
H  2.17926  2.65938  2.54048
H  -0.56645  -2.04994  0.90235
H  -0.01027  -2.68898  -1.43636
H  -1.71123  0.96937  -4.41191
H  -3.52512  -0.26735  -5.53484
H  -4.71651  -2.06953  -4.34202
H  -4.09338  -2.63138  -2.02203
H  -2.26615  -1.40873  -0.90322

Forces on the atoms, in the same order (eV/Å):
C -0.1 -0.1 0.2
C -0.1 0.0 -0.2
N -0.6 0.3 0.7
N 0.6 -0.1 -0.8
C -0.1 -0.1 -0.5
S 0.2 -0.2 0.0
C 0.0 0.4 -0.1
C -0.3 -0.1 -0.2
O 0.1 0.0 0.0
C 0.3 -0.1 0.5
C -0.1 -0.2 -0.1
C 0.1 0.0 0.0
C -0.1 0.2 0.4
S 0.4 -0.1 -0.3
O 0.2 0.1 0.0
O 0.2 0.0 0.1
N -0.5 -1.0 -0.3
C -0.1 -0.1 0.7
C 0.2 -0.2 0.0
O 0.1 0.2 0.1
C 0.1 0.0 -0.3
C -0.5 0.5 -0.1
C -0.2 -0.1 0.1
C 0.2 0.0 0.0
N 0.6 0.5 0.4
C -0.4 -0.3 -0.2
C 0.0 0.0 0.1
C 0.0 0.0 0.0
C 0.0 -0.1 0.0
C -0.1 0.0 0.0
C 0.1 0.1 -0.1
H -0.1 0.1 0.0
H -0.1 0.0 -0.1
H -0.1 0.1 0.0
H 0.0 -0.1 0.1
H 0.0 -0.1 0.0
H 0.1 0.1 0.0
H 0.1 0.1 0.0
H 0.1 0.1 0.2
H -0.1 -0.1 0.0
H 0.0 -0.1 0.0
H 0.0 0.1 0.1
H 0.0 -0.1 -0.1
H 0.1 0.1 0.0
H 0.1 0.2 0.0
H 0.0 -0.1 -0.1
H -0.2 -0.1 0.0
H -0.1 0.0 0.0
H 0.0 0.0 0.0
H 0.0 0.0 -0.1
H -0.1 0.0 0.0
H -0.1 -0.1 0.0
H 0.0 0.0 0.1

***

(3)
This record from the OMol25 dataset describes the ion C5H7BrClN2O with charge +1. The level of theory is wB97M-V/def2-TZVPD.

Calculated values
electronic energy = -3413.265845 hartree
total charge = +1
energy above the lowest of the compared OMol25 structures with the same formula, charge and spin = 402.6 kJ/mol
HOMO-LUMO gap (alpha / beta) = 7.786 / 7.672 eV
2S+1 = 1

Element x y z (Å)
C  -0.01454  -2.31690  -0.21149
C  -2.21682  -1.75109  0.37312
C  0.54250  -0.94914  0.32027
C  -0.29690  0.25655  0.39528
C  -2.55463  -0.52955  -0.41173
N  -1.23933  -2.55889  -0.14095
N  -0.38234  1.58146  -0.29081
O  -2.69707  -2.08915  1.42586
Cl  -2.16592  -0.31645  -2.07257
Br  -3.79440  0.63704  0.37206
H  0.82528  -2.97976  -0.46238
H  0.79346  -1.19328  1.33352
H  1.51909  -0.73788  -0.18551
H  -0.73798  0.15359  1.37346
H  -0.91013  1.41010  -1.16926
H  0.45702  1.82513  -0.71803
H  -0.93033  2.21754  0.27142

Forces on the atoms, in the same order (eV/Å):
C -0.1 1.7 0.7
C -0.1 -0.6 0.2
C 2.2 0.5 -2.2
C -2.7 -1.2 1.3
C 1.1 0.5 0.9
N 1.3 -1.1 -1.6
N -1.6 -3.8 -0.3
O -0.6 1.1 0.0
Cl -0.3 -0.1 0.2
Br 0.3 -0.2 -0.3
H -0.9 -0.3 -0.3
H 0.3 -0.1 0.7
H -0.6 -0.4 0.2
H -0.6 1.7 0.1
H -0.8 -0.1 0.0
H 2.5 1.6 0.1
H 0.4 0.7 0.2

***

(4)
This record from the OMol25 dataset describes a cluster of 2 separate species, C5H11O3 in total. The level of theory is wB97M-V/def2-TZVPD.

Calculated values
electronic energy = -422.826977 hartree
total charge = -1
energy above the lowest of the compared OMol25 structures with the same formula, charge and spin = 227.6 kJ/mol
HOMO-LUMO gap = 8.425 eV
2S+1 = 1

Element x y z (Å)
C  1.70916  -0.77841  -0.23221
C  2.85426  -0.94699  -1.38146
C  1.74135  0.45751  0.64790
O  0.64505  -0.88391  -1.04456
H  1.60774  -1.71697  0.32721
H  3.53629  -0.05684  -1.38726
H  0.84603  0.56244  1.28359
H  2.54445  0.73423  1.37840
H  1.71125  1.40527  0.06234
H  -0.01238  0.07692  -0.84941
H  2.36181  -0.79526  -2.35616
H  3.37874  -1.79553  -1.22574
C  -2.16482  0.92304  1.87695
C  -1.85420  0.51257  0.38844
O  -2.59055  -0.39923  -0.08424
O  -0.93584  1.00942  -0.34070
H  -2.43119  1.95758  2.03887
H  -1.22700  0.52788  2.36651
H  -2.97948  0.28365  2.31985

Forces on the atoms, in the same order (eV/Å):
C 2.3 -1.4 -1.5
C -1.0 4.8 1.1
C 0.1 2.2 0.9
O -5.0 3.7 -0.4
H 1.1 0.1 0.9
H 0.0 -0.7 0.5
H 0.1 -0.5 -0.5
H 0.1 -1.3 -0.7
H -0.2 -0.8 -0.2
H 0.5 -2.6 -0.5
H 0.0 -0.9 0.6
H 1.8 -2.9 0.0
C 0.9 -2.0 -0.2
C -2.4 -2.0 -1.9
O 0.4 0.9 1.3
O 0.6 1.3 1.3
H 0.6 0.4 0.1
H -0.8 1.2 0.1
H 0.7 0.6 -0.9

***

(5)
This record from the OMol25 dataset describes an isolated molecule of C22H26ClN3O2. The level of theory is wB97M-V/def2-TZVPD.

Calculated values
electronic energy = -1628.929915 hartree
total charge = 0
energy above the lowest of the compared OMol25 structures with the same formula, charge and spin = 57.7 kJ/mol
HOMO-LUMO gap = 8.977 eV
2S+1 = 1
structure (SMILES) = CC(C)C(=O)NCCc1nc2ccccc2n1CCCOc1ccc(Cl)cc1

Element x y z (Å)
C  -1.71526  -1.16253  -2.98313
C  -0.62417  -2.12181  -3.46325
C  -0.22714  -1.83303  -4.91038
C  0.56204  -2.05950  -2.51127
O  0.79807  -2.93958  -1.70434
N  1.35371  -0.97152  -2.64248
C  2.43002  -0.70646  -1.72038
C  2.07169  0.41454  -0.72640
C  0.65367  0.32963  -0.27418
N  -0.23352  1.17086  -0.72953
C  -1.42572  0.80501  -0.16493
C  -2.69415  1.35616  -0.30339
C  -3.72618  0.76462  0.39233
C  -3.51309  -0.34985  1.20659
C  -2.26164  -0.91222  1.35501
C  -1.21703  -0.32376  0.66011
N  0.12543  -0.60744  0.57289
C  0.78201  -1.71014  1.22753
C  1.73529  -1.27939  2.34729
C  1.01113  -0.75758  3.59584
O  0.02892  0.22251  3.34326
C  0.38172  1.45103  2.87612
C  -0.68160  2.26505  2.47891
C  -0.45183  3.51679  1.95261
C  0.85099  3.97515  1.82756
Cl  1.15090  5.53540  1.14784
C  1.91237  3.19811  2.25108
C  1.67993  1.93860  2.77796
H  -1.35774  -0.13490  -2.96401
H  -2.04082  -1.42428  -1.97870
H  -2.57545  -1.21600  -3.64676
H  -1.00681  -3.14555  -3.39917
H  -1.06117  -2.06164  -5.57028
H  0.62152  -2.44605  -5.20547
H  0.03284  -0.78634  -5.05294
H  1.03580  -0.19758  -3.20321
H  3.32778  -0.42445  -2.27907
H  2.62412  -1.64621  -1.19882
H  2.76844  0.38947  0.11126
H  2.16515  1.38342  -1.21984
H  -2.85036  2.21685  -0.93357
H  -4.72518  1.16718  0.31036
H  -4.35102  -0.78130  1.73427
H  -2.11412  -1.77053  1.99294
H  1.32404  -2.29489  0.47865
H  0.00136  -2.35128  1.64203
H  2.41716  -0.51990  1.96735
H  2.32904  -2.14362  2.64904
H  0.44813  -1.57399  4.05770
H  1.74734  -0.39304  4.32539
H  -1.68501  1.88531  2.58322
H  -1.27743  4.13126  1.63183
H  2.92193  3.56978  2.16933
H  2.52388  1.35962  3.11919

Forces on the atoms, in the same order (eV/Å):
C 0.1 -0.2 0.0
C -0.1 0.0 0.0
C 0.0 -0.2 0.2
C -0.3 -0.2 -0.5
O 0.0 -0.3 0.3
N 0.3 0.4 -0.1
C 0.1 0.0 0.2
C 0.1 -0.3 -0.1
C 0.1 0.3 -0.1
N 0.2 0.4 -0.3
C 0.0 -0.7 0.4
C 0.1 -0.1 0.0
C -0.2 0.2 -0.1
C 0.0 -0.1 0.1
C 0.1 -0.1 0.1
C -0.5 0.5 -0.4
N -0.2 0.2 -0.2
C 0.6 -0.3 0.3
C -0.5 0.2 0.1
C 0.4 -0.2 0.0
O -0.2 0.1 0.1
C -0.1 0.3 -0.1
C 0.2 -0.2 0.1
C 0.1 0.0 0.0
C 0.0 -0.2 0.1
Cl 0.0 0.3 -0.1
C -0.1 0.2 -0.1
C 0.0 -0.3 0.1
H 0.0 0.1 0.0
H -0.1 0.0 0.1
H -0.1 0.0 -0.1
H 0.2 0.1 0.1
H -0.1 0.0 -0.1
H 0.1 0.0 -0.1
H 0.0 0.1 -0.1
H -0.1 -0.1 0.0
H 0.0 -0.1 0.1
H 0.0 0.1 -0.1
H 0.1 0.1 0.0
H 0.0 0.0 0.1
H 0.0 0.1 -0.1
H -0.1 0.0 0.0
H -0.1 0.0 0.0
H 0.0 -0.1 0.1
H -0.2 0.0 0.1
H 0.1 0.0 -0.1
H 0.1 -0.1 0.0
H 0.1 0.0 0.0
H 0.1 0.1 0.0
H -0.1 0.0 0.0
H -0.2 -0.1 0.0
H -0.1 0.1 0.0
H 0.1 0.1 0.0
H 0.1 -0.1 0.0

***

(6)
This record from the OMol25 dataset describes a cluster of 2 separate species, C4H12OP2 in total. The level of theory is wB97M-V/def2-TZVPD.

Calculated values
electronic energy = -917.423248 hartree
total charge = 0
energy above the lowest of the compared OMol25 structures with the same formula, charge and spin = 343.9 kJ/mol
HOMO-LUMO gap (alpha / beta) = 5.813 / 5.810 eV
2S+1 = 1

Element x y z (Å)
C  -2.13482  1.60011  -0.32085
C  2.81006  -0.36304  1.09033
C  -1.17069  -0.58597  1.25047
C  -1.35247  -0.79752  -1.89013
O  1.38402  0.33219  -1.08597
P  2.73884  0.60995  -0.46909
P  -1.11865  0.27431  -0.41527
H  -2.54475  1.98527  -1.19563
H  -2.23310  2.14474  0.56130
H  2.94808  -1.49872  0.80838
H  1.83505  -0.34176  1.69825
H  3.59678  0.08361  1.67712
H  -1.38041  0.16449  1.96149
H  -1.84337  -1.44569  1.10715
H  -0.13152  -0.90048  1.55805
H  -0.32653  -0.90452  -2.43077
H  -1.77393  -1.77121  -1.58168
H  -2.06950  -0.33700  -2.63079
H  2.76689  1.75123  0.30763

Forces on the atoms, in the same order (eV/Å):
C 1.4 -2.5 -0.4
C -1.6 -2.5 -0.2
C 2.5 -0.8 -1.8
C 1.0 0.3 -1.3
O -4.1 -0.3 -0.7
P 2.5 -0.9 0.5
P 0.2 0.4 0.4
H -0.5 0.8 -1.4
H -0.1 0.7 1.4
H 0.2 2.1 0.8
H 1.3 0.3 -0.8
H 0.5 -0.4 0.4
H -1.1 0.7 0.7
H 0.1 0.5 0.6
H -1.1 -0.1 -0.7
H -1.8 0.1 1.2
H 0.4 0.4 -0.1
H 0.7 -0.3 1.0
H -0.5 1.4 0.4

***

Question: electronic energy of number 3 (C5H7BrClN2O)?
Answer: -3413.265845 hartree

***

Question: Which formula does entry 5 have?
Answer: C22H26ClN3O2

***

Question: Look up the electronic energy of the fifth one.
Answer: -1628.929915 hartree